{"formula": "C20H20F2N2O2", "method": "wB97M-V/def2-TZVPD", "smiles": "O=C(CCC(=O)N1CCN(c2ccc(F)cc2)CC1)c1ccc(F)cc1", "energy_ha": -1233.86653, "lumo_energy_ev": -0.01, "e_homo_ev": -7.9, "charge": 0, "symbols": ["C", "C", "H", "C", "H", "H", "H", "H", "N", "H", "F", "H", "C", "C", "H", "C", "H", "C", "C", "H", "H", "C", "C", "C", "H", "N", "C", "C", "H", "H", "H", "F", "H", "H", "H", "C", "C", "O", "H", "C", "C", "O", "C", "H", "C", "C"], "coordinates": [[-3.1162, 3.2607, 3.7397], [0.4198, -1.2233, -6.8624], [0.7871, -2.0199, -1.6509], [-2.1171, 2.2925, 5.7049], [2.3470, -2.2822, -2.4224], [0.9191, 1.3636, 1.7668], [1.3578, 1.2891, -4.8337], [0.4158, 0.3787, -0.4508], [0.5722, -1.1698, 0.9705], [-0.7116, -0.9423, 4.0853], [-3.7044, 4.0308, 5.8941], [-3.8018, 3.9690, 3.3020], [2.4493, -1.0901, -0.6089], [-0.1405, -0.5627, 3.2381], [-1.1037, -1.9619, 1.9077], [-0.0849, 0.0001, 0.4362], [0.7843, 0.8520, -7.2225], [-2.9789, 3.1951, 5.1143], [1.7425, -1.5450, -1.8952], [-1.1138, -0.2730, 0.1724], [3.4793, -1.4469, -0.6054], [-0.0841, -1.6560, 2.1660], [1.0693, -0.7345, -4.2260], [0.7683, 0.0632, -6.4875], [-0.6175, 1.9764, 1.1241], [-0.8064, 0.5969, 2.6867], [-1.4887, 1.4805, 3.5122], [0.3808, -2.2668, -5.9523], [0.6689, -2.8318, -3.9261], [2.4707, 0.0004, -0.5684], [0.0955, -3.2527, -6.2836], [0.1052, -1.4685, -8.1457], [-2.0228, 2.2638, 6.7790], [-2.5120, 2.4403, 1.8798], [0.4773, -2.5170, 2.5314], [0.7105, -2.0194, -4.6340], [-1.3737, 1.4451, 4.9052], [1.4517, 0.7608, -2.4511], [-0.6865, 0.7636, 5.3799], [-0.1189, 1.0907, 1.5120], [1.4277, -0.3916, -2.8279], [2.3052, -2.5682, 1.2623], [-2.3789, 2.4040, 2.9498], [0.8842, -0.3282, 3.5676], [1.7875, -1.6644, 0.6325], [1.0855, 0.2987, -5.1658]]}

{"formula": "C29H44CdN7O8PS", "method": "wB97M-V/def2-TZVPD", "energy_ha": -3023.93634, "lumo_energy_ev": 0.07, "e_homo_ev": -6.8, "charge": 0, "symbols": ["O", "C", "H", "C", "C", "O", "H", "H", "C", "C", "H", "H", "H", "H", "C", "H", "C", "N", "H", "H", "H", "H", "C", "H", "C", "C", "H", "H", "O", "N", "H", "O", "C", "H", "C", "H", "H", "H", "N", "H", "N", "H", "C", "H", "O", "H", "H", "H", "C", "H", "O", "H", "C", "H", "C", "O", "P", "Cd", "H", "H", "H", "H", "C", "N", "C", "C", "H", "C", "C", "H", "H", "C", "H", "C", "C", "H", "H", "C", "H", "H", "O", "S", "C", "C", "H", "N", "C", "H", "H", "C", "N"], "coordinates": [[10.4892, 11.3535, 11.7804], [13.6725, 13.1663, 11.4298], [9.9281, 13.4670, 16.6023], [13.9271, 7.2523, 10.1101], [9.0848, 11.5019, 17.1498], [7.8544, 8.4306, 8.3813], [3.9077, 12.1148, 14.4360], [5.5454, 11.9398, 7.5551], [14.6739, 13.1633, 10.4697], [7.8013, 11.7656, 16.3913], [5.8955, 8.7024, 9.2207], [14.0290, 6.1787, 9.9822], [7.8009, 15.6012, 9.1251], [8.0859, 14.0652, 13.6474], [8.2558, 13.4503, 10.8569], [15.4803, 12.1189, 8.7308], [6.5682, 11.6885, 7.3134], [12.1577, 8.1586, 12.2154], [9.1553, 16.3088, 7.3535], [7.4059, 12.8117, 10.6057], [5.7280, 15.5288, 12.0740], [9.4402, 14.9332, 12.7445], [10.5031, 14.6073, 7.3643], [6.6507, 7.0283, 9.1350], [6.8073, 8.0684, 9.3669], [13.4986, 11.4256, 9.2729], [11.8205, 8.8151, 14.1403], [7.8275, 15.4081, 11.0861], [10.5739, 8.5853, 10.6071], [6.4318, 12.5030, 14.7862], [14.4625, 7.6950, 9.2738], [11.1948, 13.0506, 13.1694], [5.6087, 11.8331, 15.5474], [11.4983, 12.7528, 7.6258], [9.4958, 15.3883, 7.8620], [14.6371, 8.9029, 11.3310], [13.7649, 8.0703, 13.5068], [6.5800, 11.1258, 6.3830], [12.5358, 11.5107, 10.1686], [11.0615, 14.8764, 6.4939], [7.6660, 12.4928, 15.2970], [9.3094, 7.9211, 6.4339], [12.5767, 12.3029, 11.2472], [10.6429, 9.0941, 6.0496], [14.2541, 9.8571, 7.7311], [8.8675, 12.8875, 11.5727], [10.8109, 7.3520, 13.6817], [11.0377, 12.5083, 17.5878], [11.2319, 8.3558, 13.3583], [12.5760, 6.5323, 8.1352], [8.7894, 10.0055, 6.6061], [5.6662, 14.0462, 11.0932], [14.4287, 7.8417, 11.4332], [15.3926, 7.3451, 11.6771], [13.2731, 10.4873, 8.1050], [7.1047, 10.8394, 8.3915], [8.4139, 9.9391, 8.2045], [10.3832, 10.7470, 9.5213], [10.4703, 9.1080, 13.1364], [7.1456, 12.6021, 7.1572], [13.7399, 13.7885, 12.3001], [5.9707, 13.9751, 12.8801], [11.3535, 12.2779, 12.2128], [7.6595, 14.5950, 11.6702], [11.6926, 8.1058, 10.9106], [9.9527, 12.9737, 9.0886], [15.5991, 13.7630, 10.5999], [10.2366, 12.4414, 16.7256], [11.9938, 7.3538, 8.5808], [13.4614, 6.4997, 12.8195], [10.8059, 12.0352, 15.8712], [9.0452, 13.8832, 9.6121], [8.7460, 11.6563, 18.1820], [6.1908, 14.5336, 11.9407], [10.6788, 13.3674, 7.9468], [8.0153, 15.8672, 13.3263], [12.0765, 8.2953, 8.0058], [8.7375, 15.0679, 8.9719], [9.3283, 8.8555, 4.8881], [10.9103, 7.1732, 8.5066], [12.0074, 10.3576, 7.7249], [6.2583, 11.1208, 16.9866], [9.5459, 8.9088, 5.9662], [8.3638, 14.8556, 12.9330], [9.4767, 10.4540, 17.0604], [4.2607, 11.9937, 15.3566], [13.4727, 7.5842, 12.5677], [3.7276, 11.3685, 15.9642], [7.2149, 8.1559, 10.3831], [14.6636, 12.2117, 9.4208], [12.4939, 7.4777, 9.9572]]}

{"formula": "C3H9NO2", "method": "wB97M-V/def2-TZVPD", "energy_ha": -324.83284, "lumo_energy_ev": 0.51, "e_homo_ev": -9.1, "charge": 0, "symbols": ["O", "H", "C", "C", "H", "N", "H", "H", "H", "H", "C", "H", "H", "H", "O"], "coordinates": [[0.0040, -0.3289, 1.6814], [3.2869, -0.8318, -0.9508], [2.8636, 0.0528, -0.4706], [-2.7031, -0.3193, -0.2904], [-0.9757, 0.8922, -0.2402], [2.0801, -0.3535, 0.6595], [2.2799, 0.6287, -1.2047], [-2.1225, -1.0592, -0.8445], [3.7137, 0.6468, -0.1278], [-3.3023, -0.8363, 0.4597], [0.9044, -0.0016, 0.8480], [-1.1181, 0.0546, 1.1987], [0.3113, 0.6315, -0.1585], [-3.3696, 0.2206, -0.9620], [-1.8526, 0.6035, 0.4023]]}

{"formula": "C25H25AsF7MnNS2", "method": "wB97M-V/def2-TZVPD", "multiplicity": 4, "energy_ha": -5904.62848, "lumo_energy_ev": [-1.31, -0.64], "e_homo_ev": [-7.4, -7.6], "charge": 0, "s_squared": 3.938, "symbols": ["C", "H", "H", "H", "C", "H", "H", "C", "F", "C", "H", "C", "H", "C", "C", "C", "C", "C", "F", "H", "H", "H", "S", "C", "H", "C", "H", "H", "N", "H", "S", "C", "C", "H", "As", "H", "F", "H", "C", "H", "C", "C", "F", "H", "H", "H", "F", "F", "H", "H", "C", "C", "C", "C", "Mn", "C", "F", "C", "C", "C", "H", "H"], "coordinates": [[1.2855, 1.9937, -0.6117], [2.0245, 2.4909, -2.5570], [4.6361, -3.1988, -0.3318], [-3.8090, 2.5234, 2.3095], [-4.4691, 0.3884, 0.4313], [-5.0605, -0.8032, 2.1546], [-4.5429, -1.7602, 0.7704], [-2.8402, 2.0351, 2.4304], [-3.6718, -2.9930, -2.7889], [2.0845, 2.7143, -1.4989], [-3.4489, 4.2116, -1.1542], [-0.6726, -1.9275, 2.1066], [2.5682, -3.7859, -1.5397], [-2.7499, 1.3463, 3.7828], [-2.5132, 2.4013, -0.4830], [3.7146, -2.6751, -0.1140], [2.4851, -1.0329, 1.0783], [3.0229, 3.9710, 0.3178], [-0.0471, -3.1005, 1.7473], [-1.7970, 0.8320, 3.9055], [-3.0881, -1.2655, -1.0075], [-1.5692, 2.9017, -0.2595], [0.1836, 0.7700, -1.2641], [3.6824, -1.6764, 0.8438], [-2.0647, 2.7949, 2.3428], [-5.0688, -0.8551, 1.0677], [-3.8449, 3.8251, 0.5116], [-5.0419, 1.2730, 0.7165], [1.3716, -1.3488, 0.4138], [-4.6054, 2.9359, -0.8117], [0.3985, 1.3783, 1.9491], [1.3768, -2.3320, -0.5155], [-0.9870, -1.7335, -0.7346], [3.6928, 4.7361, 0.6875], [-2.6154, 0.9442, 0.8190], [2.3020, 3.4571, 2.2720], [-2.6753, -3.0295, 1.5325], [-3.5500, 0.6225, 3.9285], [-0.2004, -3.5307, -2.1086], [4.5609, -1.3902, 1.4030], [-2.2461, -1.8787, -1.2940], [-2.0492, -2.4251, 2.5494], [0.7712, -4.3628, -2.5376], [2.3870, -0.2450, 1.8119], [-1.6172, -4.4599, -3.4246], [-2.8283, 2.0921, 4.5756], [-0.0245, -1.5061, 3.2349], [-1.9611, -3.3016, 3.5550], [-4.5301, 0.3273, -0.6583], [-6.1075, -0.9523, 0.7468], [-2.4471, -2.8551, -2.2505], [2.9448, 3.6996, -1.0411], [2.2405, 3.2529, 1.2104], [1.3698, 2.2650, 0.7562], [-0.4001, -0.3979, 0.6573], [0.0707, -2.5664, -1.1441], [-2.8232, -1.4159, 2.9763], [-1.4449, -3.6992, -2.6779], [2.5588, -3.0083, -0.7963], [-3.6742, 3.3893, -0.4734], [3.5559, 4.2494, -1.7450], [-2.3844, 1.9431, -1.4615]]}

Here are the calculated energy relative to the best compared isomer or geometry (same formula, charge and spin) numbers, same order: 0.000 1.002 3.803 0.000 (eV).